1.
The following is a DFT calculation (wB97M-V/def2-TZVPD) of a cluster of 2 separate species, C4H13NO in total.

As for the net charge: 0. The energy relative to the best compared isomer or geometry (same formula, charge and spin) is 0.9530 eV. The SMILES is CCOCC.N. The HOMO energy comes out at -9.406 eV. The LUMO energy comes out at 1.11 eV.

XYZ file:
```
19
Properties=species:S:1:pos:R:3:forces:R:3
C 0.979 2.214 -0.488 -0.642 0.298 1.266
C 1.916 1.520 -1.429 0.154 -0.637 0.637
O 1.904 0.089 -1.367 -0.201 0.137 -0.693
C 1.432 -0.576 -0.222 0.523 0.690 0.492
C 2.468 -0.643 0.902 -0.045 -1.291 -0.334
H -0.087 2.030 -0.649 0.135 -0.264 -0.206
H 1.189 1.954 0.563 -0.051 -0.036 -0.342
H 1.077 3.296 -0.503 0.290 0.152 -0.378
H 2.934 1.830 -1.194 0.159 0.267 -0.208
H 1.661 1.763 -2.447 0.158 0.150 -0.431
H 1.251 -1.590 -0.567 -0.351 -0.087 0.098
H 0.516 -0.102 0.151 -0.058 -0.355 -0.128
H 2.048 -1.285 1.686 -0.010 0.428 0.229
H 2.822 0.303 1.297 -0.152 0.146 0.023
H 3.319 -1.234 0.539 0.091 0.401 -0.027
N -6.191 -2.323 0.700 -0.412 -0.781 -0.222
H -6.790 -1.550 0.951 0.048 0.189 0.183
H -6.823 -3.122 0.576 0.294 0.364 -0.101
H -5.625 -2.574 1.500 0.071 0.228 0.141
```
Positions in Å, forces in eV/Å.

Atomic partial charges in e from the Löwdin method, atoms 1 to 5: C -0.10; C -0.25; O -0.16; C -0.29; C -0.08

=====

2.
The following is a DFT calculation (wB97M-V/def2-TZVPD) of the molecule C5H6O.

As for the net charge: 0. The energy relative to the best compared isomer or geometry (same formula, charge and spin) is 1.0533 eV. The SMILES is O=C1CC=CC1. The HOMO energy comes out at -8.984 eV. The LUMO energy comes out at 0.89 eV.

XYZ file:
```
12
Properties=species:S:1:pos:R:3:forces:R:3
O 0.608 0.439 -2.296 -0.589 -0.023 0.470
C 0.293 0.246 -1.143 -0.301 0.274 -0.484
C -1.048 -0.246 -0.567 -0.208 0.195 -0.168
C -0.856 -0.240 0.931 0.177 0.021 0.023
C 0.351 0.217 1.264 -0.167 -0.465 -0.153
C 1.204 0.296 0.033 0.299 -0.456 -0.231
H -1.472 -1.180 -0.955 0.389 0.205 -0.233
H -1.700 0.569 -0.885 -0.569 -0.105 0.138
H -1.559 -0.681 1.629 -0.227 0.519 -0.092
H 0.709 0.407 2.273 0.021 -0.276 -0.240
H 2.081 0.947 0.033 -0.167 -0.359 -0.342
H 1.389 -0.773 -0.316 1.343 0.470 1.312
```
Positions in Å, forces in eV/Å.

Atomic partial charges in e from the Löwdin method, atoms 1 to 5: O 0.07; C -0.44; C -0.10; C -0.10; C -0.09

=====

3.
The following is a DFT calculation (wB97M-V/def2-TZVPD) of the molecule C19H15Cl3N6O5.

As for the net charge: 0. The energy relative to the best compared isomer or geometry (same formula, charge and spin) is 0.0000 eV. The SMILES is CC1=NN(CCOC(=O)Nc2ccc(Cl)c(Cl)c2)C(=O)[C@H]1/N=N/c1ccc([N+](=O)[O-])cc1Cl. The HOMO energy comes out at -8.764 eV. The LUMO energy comes out at -1.70 eV.

XYZ file:
```
48
Properties=species:S:1:pos:R:3:forces:R:3
C -2.150 -3.920 0.314 -0.197 0.145 -0.586
C -0.769 -3.406 0.199 0.231 -1.475 -2.344
N -0.039 -3.736 -0.837 -1.107 0.510 1.811
N 1.229 -3.268 -0.589 1.696 1.279 1.426
C 2.344 -3.509 -1.514 -0.607 0.908 0.022
C 2.251 -2.503 -2.690 1.050 -0.841 0.297
O 2.267 -1.143 -2.194 -1.146 0.400 -0.161
C 3.310 -0.726 -1.499 3.197 -0.454 0.967
O 4.383 -1.307 -1.401 -0.959 -0.663 -0.670
N 3.283 0.465 -0.796 -2.594 0.340 -1.145
C 2.255 1.415 -0.719 -1.246 1.308 -0.147
C 2.242 2.309 0.348 -0.079 0.819 0.965
C 1.321 3.380 0.493 0.705 -0.972 -0.674
C 0.341 3.533 -0.469 -0.393 0.098 -0.565
Cl -0.761 4.880 -0.266 0.178 -0.373 -0.202
C 0.268 2.659 -1.584 0.795 0.105 1.489
Cl -1.051 2.857 -2.715 0.760 -0.370 0.251
C 1.245 1.644 -1.685 -0.808 -0.485 -1.062
C 1.321 -2.611 0.642 2.588 -0.438 1.289
O 2.328 -2.238 1.255 -1.297 -0.240 -1.806
C -0.042 -2.667 1.296 -1.784 0.906 -2.857
N -0.553 -1.303 1.625 -1.128 1.555 -0.611
N -1.439 -0.802 0.861 2.680 -3.745 0.422
C -1.869 0.482 1.095 0.212 0.815 0.886
C -1.361 1.326 2.083 0.111 -0.430 0.084
C -1.917 2.555 2.315 0.529 0.957 1.103
C -2.986 3.014 1.573 0.766 -3.209 -1.621
N -3.557 4.270 1.828 -0.561 2.860 0.465
O -4.701 4.448 1.428 0.591 0.021 0.282
O -2.871 5.133 2.407 -0.997 -1.469 -0.719
C -3.469 2.179 0.529 0.075 0.470 0.591
C -2.910 0.919 0.299 -0.789 0.709 -0.192
Cl -3.580 -0.126 -0.939 0.171 0.626 0.416
H -2.205 -4.272 1.322 -0.625 -0.371 0.745
H -2.804 -3.063 0.189 -0.494 -0.012 0.117
H -2.449 -4.737 -0.386 0.613 0.780 0.422
H 3.323 -3.459 -1.017 -0.598 0.482 0.184
H 2.278 -4.522 -1.859 -0.319 -0.496 -0.491
H 3.091 -2.681 -3.371 0.031 0.259 0.232
H 1.344 -2.664 -3.283 -0.011 0.519 0.509
H 3.962 0.483 -0.069 0.503 -0.044 0.238
H 2.993 2.188 1.124 0.004 0.057 -0.021
H 1.373 4.131 1.291 0.127 -0.652 -0.228
H 1.140 0.999 -2.568 0.256 0.220 0.507
H -0.060 -3.266 2.169 0.367 -0.330 1.143
H -0.547 0.991 2.715 -0.037 -0.112 -0.184
H -1.509 3.165 3.131 -0.282 -0.136 -0.474
H -4.293 2.500 -0.081 -0.179 0.170 -0.102
```
Positions in Å, forces in eV/Å.

Atomic partial charges in e from the Löwdin method, atoms 1 to 5: C -0.03; C -0.29; N 0.17; N -0.07; C -0.08

=====

What is the net charge in the second record?
0